1.
Formula: C5H7BrO
Source: the Open Molecules 2025 dataset
Level of theory: ωB97M-V with the def2-TZVPD basis set

Geometry as XYZ:
```
14
Properties=species:S:1:pos:R:3:forces:R:3:nbo_charge:R:1
C -0.6063 1.5294 0.4155 -0.612 -0.668 -0.886 0.540
C -0.1018 1.5499 -1.0660 -0.819 0.455 -0.164 -0.509
C 0.1618 0.0276 -0.9267 -2.976 -0.006 -0.845 -0.559
C -0.2742 -0.0352 0.4812 -1.548 3.173 -0.269 0.324
C -0.2067 -0.9142 1.6081 1.088 -0.785 -0.428 -0.743
O -1.0446 2.3487 1.1637 0.497 -0.625 -0.074 -0.470
Br -3.2122 -0.3453 -0.4974 1.061 0.147 0.464 -0.448
H -0.7940 1.8797 -1.9075 0.402 -0.718 1.389 0.258
H 0.7106 2.2456 -1.1598 0.917 -0.012 0.121 0.235
H -0.6860 -0.4454 -1.5130 0.947 0.103 0.496 0.317
H 1.0128 -0.4886 -1.2086 2.061 -0.658 -0.493 0.246
H -0.8567 -0.5732 2.3855 -1.098 -0.321 0.219 0.275
H 0.7581 -0.7754 2.1385 0.176 -0.298 -0.627 0.273
H -0.2998 -1.9318 1.1806 -0.097 0.212 1.097 0.261
```
Positions in Å, forces in eV/Å.

E_HOMO (alpha / beta): -9.414 / -8.614 eV
Energy relative to the best compared isomer or geometry (same formula, charge and spin): 2.464 eV
M: 163.0 g mol⁻¹

2.
Formula: C4H6O2
Source: the Open Molecules 2025 dataset
Level of theory: ωB97M-V with the def2-TZVPD basis set

Geometry as XYZ:
```
12
Properties=species:S:1:pos:R:3:forces:R:3:nbo_charge:R:1
C 1.4233 0.8301 0.7818 0.058 -0.046 -0.048 -0.724
C 0.2117 0.2764 0.1524 0.117 0.034 0.106 0.545
O -0.9771 0.8045 0.2922 0.588 -0.326 0.030 -0.418
C -1.5894 -0.1897 -0.6169 -0.224 -0.390 -0.267 -0.125
C -0.1823 -0.9743 -0.5968 -0.035 -0.326 0.208 0.077
O 0.3796 -1.7387 -1.4344 0.192 0.522 -1.170 -0.750
H 2.2571 0.1523 0.5876 -0.098 0.091 0.035 0.260
H 1.6496 1.8070 0.3389 -0.065 -0.117 0.030 0.263
H 1.2934 0.9714 1.8602 -0.061 -0.003 -0.156 0.255
H -0.1675 -1.6083 0.3447 -0.674 0.652 1.158 0.217
H -1.8298 0.3016 -1.5605 0.122 -0.137 0.115 0.204
H -2.4687 -0.6323 -0.1491 0.080 0.045 -0.042 0.196
```
Positions in Å, forces in eV/Å.

E_HOMO: -7.898 eV
Energy relative to the best compared isomer or geometry (same formula, charge and spin): 4.207 eV
M: 86.1 g mol⁻¹

3.
Formula: C2HBr2ClF2
Source: the Open Molecules 2025 dataset
Level of theory: ωB97M-V with the def2-TZVPD basis set

Geometry as XYZ:
```
8
Properties=species:S:1:pos:R:3:forces:R:3:nbo_charge:R:1
C -0.8252 0.1794 -0.0548 2.134 -2.052 2.544 0.181
C 0.8202 -0.1068 0.0708 -2.938 0.961 -0.565 0.150
F -1.1234 1.3322 0.5445 -0.088 0.305 -0.056 -0.315
F 1.1281 -0.2902 1.3735 0.181 -0.161 -1.166 -0.318
Cl -1.5778 -1.1748 0.8879 -0.041 0.432 -0.328 -0.065
Br 1.5567 1.5069 -0.6365 0.721 0.445 0.139 0.083
Br 1.2414 -1.5426 -1.1575 0.084 -0.146 0.701 0.085
H -1.2200 0.0959 -1.0280 -0.052 0.216 -1.268 0.198
```
Positions in Å, forces in eV/Å.

E_HOMO: -10.650 eV
Energy relative to the best compared isomer or geometry (same formula, charge and spin): 0.000 eV
M: 258.3 g mol⁻¹

4.
Formula: C5H7I
Source: the Open Molecules 2025 dataset
Level of theory: ωB97M-V with the def2-TZVPD basis set

Geometry as XYZ:
```
13
Properties=species:S:1:pos:R:3:forces:R:3:nbo_charge:R:1
C 1.2206 -2.0535 0.3571 -2.964 3.601 -1.281 -0.429
C 0.4286 -1.1899 -0.4134 -0.187 0.105 -0.406 -0.169
C -1.2419 0.9974 0.6141 -0.220 0.235 0.102 -0.449
C -0.1505 1.6472 -0.1818 0.545 0.188 0.215 -0.361
C -0.7111 0.3503 -0.6107 3.050 -3.749 1.684 -0.189
I 1.8411 1.7809 0.5713 -0.475 0.101 -0.122 0.107
H 1.6742 -2.8733 -0.1560 0.236 -0.319 -0.202 0.209
H 1.3725 -1.9221 1.4110 0.083 -0.038 0.330 0.197
H -1.2510 0.1841 -1.5213 -0.121 0.043 -0.198 0.227
H 0.4222 -1.4675 -1.4622 0.015 -0.164 -0.070 0.162
H -1.0052 0.5554 1.5683 0.119 -0.065 0.045 0.233
H -2.2200 1.4593 0.5780 -0.031 0.046 -0.050 0.223
H -0.3796 2.5317 -0.7545 -0.050 0.015 -0.048 0.236
```
Positions in Å, forces in eV/Å.

E_HOMO: -9.158 eV
Energy relative to the best compared isomer or geometry (same formula, charge and spin): 2.233 eV
M: 194.0 g mol⁻¹

> What is the energy relative to the best compared isomer or geometry (same formula, charge and spin) in the first record?

2.464 eV

> Look up the energy relative to the best compared isomer or geometry (same formula, charge and spin) of the second one.

4.207 eV